Entry 1:
{
  "formula": "C26H29MnN6O3",
  "method": "wB97M-V/def2-TZVPD",
  "homo_energy_ha": [-0.6567, -0.6577],
  "multiplicity": 4,
  "charge": 3,
  "lumo_energy_ev": [-12.91, -11.51],
  "symbols": ["Mn", "C", "N", "C", "C", "C", "C", "C", "C", "N", "C", "C", "C", "C", "C", "C", "N", "C", "C", "C", "C", "C", "N", "H", "H", "H", "H", "H", "H", "H", "H", "H", "H", "H", "H", "H", "H", "H", "H", "H", "H", "C", "C", "C", "C", "C", "C", "O", "N", "C", "O", "N", "C", "O", "H", "H", "H", "H", "H", "H", "H", "H", "H", "H", "H"],
  "xyz": [[0.244, -0.791, 0.720], [-2.360, 0.328, 0.983], [-0.994, 0.776, 1.316], [-0.622, 2.068, 0.684], [0.477, 1.903, -0.334], [0.868, 2.975, -1.129], [1.906, 2.813, -2.033], [2.515, 1.568, -2.118], [2.090, 0.555, -1.279], [1.088, 0.708, -0.401], [-0.851, 0.896, 2.791], [0.613, 0.777, 3.101], [1.253, 1.482, 4.103], [2.625, 1.332, 4.263], [3.300, 0.462, 3.418], [2.591, -0.223, 2.445], [1.271, -0.072, 2.285], [-2.517, -1.107, 1.425], [-3.768, -1.644, 1.688], [-3.867, -2.961, 2.113], [-2.698, -3.690, 2.290], [-1.483, -3.089, 1.993], [-1.383, -1.830, 1.545], [-2.515, 0.384, -0.102], [-3.118, 0.955, 1.470], [-0.244, 2.766, 1.443], [-1.496, 2.543, 0.225], [0.361, 3.921, -1.027], [2.236, 3.638, -2.648], [3.314, 1.386, -2.819], [2.566, -0.418, -1.306], [-1.392, 0.081, 3.286], [-1.272, 1.843, 3.145], [0.684, 2.147, 4.734], [3.155, 1.892, 5.019], [4.364, 0.306, 3.497], [3.094, -0.928, 1.795], [-4.649, -1.033, 1.576], [-4.838, -3.389, 2.308], [-2.722, -4.704, 2.660], [-0.561, -3.636, 2.137], [-1.129, -4.647, -2.216], [0.247, -4.289, -2.743], [1.244, -3.791, -1.690], [2.611, -3.369, -2.331], [3.186, -4.396, -3.287], [1.709, -4.962, -0.775], [1.879, -6.054, -1.222], [2.016, -4.626, 0.516], [1.869, -3.398, 1.135], [2.166, -3.191, 2.280], [1.270, -2.416, 0.364], [0.740, -2.656, -0.847], [-0.127, -1.810, -1.166], [-1.796, -4.851, -3.052], [-1.560, -3.845, -1.620], [-1.089, -5.564, -1.629], [0.142, -3.511, -3.506], [0.672, -5.168, -3.229], [3.324, -3.160, -1.526], [2.454, -2.436, -2.879], [3.060, -5.422, -2.920], [4.253, -4.219, -3.409], [2.706, -4.369, -4.266], [2.400, -5.367, 1.103]]
}


Entry 2:
{
  "formula": "CH3Cl2OP",
  "method": "wB97M-V/def2-TZVPD",
  "homo_energy_ha": [-0.3339, -0.3340],
  "multiplicity": 1,
  "charge": 0,
  "relative_energy_kcal_mol": 65.9,
  "lumo_energy_ev": [-2.28, -2.28],
  "symbols": ["C", "O", "P", "Cl", "Cl", "H", "H", "H"],
  "xyz": [[0.993, -0.146, 0.656], [-0.331, 0.348, 0.578], [-1.529, -0.444, -0.110], [-0.309, -0.014, -3.019], [-2.819, 1.022, -0.145], [1.556, 0.570, 1.256], [1.416, -0.210, -0.347], [1.023, -1.127, 1.129]]
}


Entry 3:
{
  "formula": "C4H8FNO",
  "method": "wB97M-V/def2-TZVPD",
  "homo_energy_ha": -0.3358,
  "multiplicity": 1,
  "charge": 0,
  "relative_energy_kcal_mol": 63.7,
  "lumo_energy_ev": 0.92,
  "smiles": "NC[C@]1(CF)CO1",
  "symbols": ["N", "C", "C", "C", "F", "C", "O", "H", "H", "H", "H", "H", "H", "H", "H"],
  "xyz": [[-1.345, 0.136, -1.664], [-0.976, 0.646, -0.324], [0.259, -0.088, 0.258], [0.672, 0.623, 1.527], [1.221, 1.924, 1.336], [1.077, -1.193, -0.328], [0.101, -1.530, 0.690], [-0.817, 0.391, -2.421], [-1.802, -0.884, -1.915], [-1.806, 0.756, 0.494], [-0.621, 1.761, -0.359], [1.502, -0.022, 2.000], [-0.315, 0.710, 2.016], [2.075, -1.617, -0.015], [0.774, -1.612, -1.296]]
}


Entry 4:
{
  "formula": "C11H76NO26",
  "method": "wB97M-V/def2-TZVPD",
  "homo_energy_ha": -0.4404,
  "multiplicity": 1,
  "charge": 1,
  "relative_energy_kcal_mol": 0.0,
  "lumo_energy_ev": -2.16,
  "symbols": ["C", "C", "C", "C", "N", "C", "C", "C", "C", "C", "C", "C", "H", "H", "H", "H", "H", "H", "H", "H", "H", "H", "H", "H", "H", "H", "H", "H", "H", "H", "H", "H", "H", "H", "H", "H", "O", "H", "H", "O", "H", "H", "O", "H", "H", "O", "H", "H", "O", "H", "H", "O", "H", "H", "O", "H", "H", "O", "H", "H", "O", "H", "H", "O", "H", "H", "O", "H", "H", "O", "H", "H", "O", "H", "H", "O", "H", "H", "O", "H", "H", "O", "H", "H", "O", "H", "H", "O", "H", "H", "O", "H", "H", "O", "H", "H", "O", "H", "H", "O", "H", "H", "O", "H", "H", "O", "H", "H", "O", "H", "H", "O", "H", "H"],
  "xyz": [[-0.051, -3.406, 3.237], [-0.621, -2.230, 2.492], [0.366, -1.683, 1.445], [-0.161, -0.396, 0.758], [0.304, -0.072, -0.611], [0.059, -1.212, -1.666], [1.370, -1.084, -2.603], [2.226, -0.055, -2.023], [1.737, 0.173, -0.628], [-0.524, 1.211, -1.114], [-0.498, 2.460, -0.410], [-1.495, 3.481, -1.004], [-0.874, -3.775, 3.825], [0.834, -3.178, 3.911], [0.407, -4.346, 2.711], [-1.010, -1.462, 3.208], [-1.636, -2.279, 1.806], [0.713, -2.264, 0.737], [1.210, -1.489, 2.090], [0.094, 0.468, 1.453], [-1.234, -0.374, 0.843], [-0.923, -0.890, -2.100], [0.038, -2.235, -1.245], [1.186, -0.867, -3.605], [2.102, -2.060, -2.678], [2.132, 0.877, -2.691], [3.140, -0.300, -2.067], [1.988, 1.185, -0.184], [2.146, -0.519, 0.036], [-1.724, 0.972, -1.181], [-0.353, 1.178, -2.156], [0.471, 3.077, -0.460], [-0.863, 2.420, 0.666], [-1.281, 3.614, -1.984], [-1.462, 4.554, -0.750], [-2.525, 3.020, -0.964], [3.880, -4.214, 1.699], [4.551, -4.731, 2.192], [3.342, -4.031, 2.600], [-2.806, -2.034, -3.619], [-3.083, -2.388, -2.829], [-2.747, -2.823, -4.089], [3.165, -4.064, 4.295], [2.783, -3.905, 5.128], [3.560, -4.860, 4.591], [-2.453, 1.284, 3.262], [-2.884, 0.455, 3.001], [-3.159, 1.937, 3.195], [3.540, 0.653, 1.879], [3.900, -0.141, 2.132], [4.296, 1.161, 2.151], [1.294, 2.883, 2.744], [2.136, 2.585, 2.783], [1.209, 3.166, 1.775], [0.212, 1.841, -5.725], [1.055, 1.609, -5.730], [-0.164, 1.147, -5.084], [-1.793, 0.470, -4.264], [-2.204, -0.352, -4.409], [-2.606, 0.872, -4.579], [3.407, -2.055, -5.469], [4.167, -2.369, -5.966], [3.738, -1.540, -4.735], [-3.922, 1.098, 0.034], [-4.191, 0.177, 0.078], [-4.595, 1.487, -0.645], [-3.049, -3.547, -0.720], [-3.350, -4.378, -0.811], [-2.833, -3.586, 0.145], [3.991, 2.980, -1.207], [4.576, 2.436, -0.694], [4.161, 2.627, -2.068], [3.965, -4.386, -4.134], [3.678, -3.591, -4.366], [3.949, -5.065, -4.912], [-3.587, 5.321, 0.913], [-2.689, 5.559, 1.085], [-4.131, 6.033, 1.471], [4.996, -2.117, -1.039], [5.899, -2.353, -0.998], [4.392, -2.988, -0.885], [0.259, 6.445, -0.685], [1.198, 6.221, -0.681], [0.201, 6.161, 0.229], [-3.827, -0.885, 2.609], [-3.574, -1.935, 2.487], [-4.761, -0.895, 2.427], [-5.255, 2.434, -2.381], [-5.034, 3.294, -2.230], [-6.192, 2.493, -2.120], [4.405, 1.921, -3.768], [4.166, 2.026, -4.734], [5.141, 2.380, -3.996], [-4.080, -3.561, 2.099], [-4.094, -4.128, 2.855], [-4.860, -3.660, 1.609], [-3.502, -4.527, 4.724], [-3.321, -5.264, 5.357], [-2.869, -3.899, 5.035], [-4.688, 5.244, -2.000], [-4.356, 5.129, -1.133], [-5.585, 5.714, -1.942], [2.174, -0.051, 4.409], [2.602, -0.950, 4.365], [2.444, 0.435, 3.695], [-1.692, 3.965, 3.547], [-1.586, 3.047, 3.328], [-1.132, 3.991, 4.149], [-1.986, 0.550, 5.798], [-2.509, 1.264, 6.194], [-2.109, 0.654, 4.816], [5.063, -0.913, -3.538], [5.052, -1.356, -2.588], [5.373, -0.170, -3.185]]
}